1.
{
  "formula": "C36H52N5O2SbSi3V",
  "method": "wB97M-V/def2-TZVPD",
  "elements": ["V", "C", "Sb", "C", "C", "C", "C", "C", "C", "N", "Si", "C", "C", "C", "C", "C", "C", "C", "C", "C", "N", "Si", "C", "C", "C", "Si", "C", "C", "C", "H", "H", "H", "H", "H", "H", "H", "H", "H", "H", "H", "H", "H", "H", "H", "H", "H", "H", "H", "H", "H", "H", "H", "H", "H", "H", "H", "H", "H", "H", "H", "H", "H", "H", "H", "H", "H", "H", "N", "C", "N", "C", "C", "C", "C", "C", "H", "H", "H", "H", "H", "H", "H", "H", "H", "H", "O", "C", "N", "C", "O", "C", "C", "C", "C", "C", "C", "H", "H", "H", "H"],
  "positions_angstrom": [[-0.75953, -0.53208, -0.69775], [3.88167, 0.03632, 0.02315], [1.72467, 0.48172, -0.04945], [1.08137, -1.26878, -1.22185], [1.57447, -2.52468, -0.63695], [2.90417, -2.95368, -0.79535], [3.29867, -4.17078, -0.28025], [2.36847, -4.95498, 0.38975], [1.08027, -4.45988, 0.49565], [0.69667, -3.29738, 0.00105], [1.34627, -1.35478, -3.11125], [0.44097, -0.07418, -4.20525], [0.64107, -3.07148, -3.56405], [3.15487, -1.20878, -3.77015], [0.95887, 0.08322, 2.10895], [-0.17273, -0.88658, 2.14385], [-0.68543, -1.26978, 3.38895], [-1.70123, -2.19918, 3.48665], [-2.15803, -2.79278, 2.31285], [-1.61973, -2.37108, 1.12235], [-0.71743, -1.38288, 1.02105], [0.15727, 1.75712, 2.66265], [-1.58223, 1.79202, 1.89515], [-0.08023, 2.08302, 4.53155], [1.16357, 3.28322, 2.10375], [2.36827, -0.52778, 3.26385], [2.89437, -2.30318, 2.80935], [3.76327, 0.77882, 3.22235], [2.03757, -0.73548, 5.14075], [4.20547, -0.17318, -0.99375], [4.15847, -0.78418, 0.67315], [4.38847, 0.93782, 0.35095], [3.60317, -2.33598, -1.33535], [4.31887, -4.51088, -0.40695], [2.64047, -5.91178, 0.81015], [0.30717, -5.02618, 1.00175], [-0.62963, -0.12288, -4.03865], [0.62547, -0.29518, -5.25095], [0.78417, 0.93732, -4.01535], [-0.34683, -3.17738, -3.11835], [1.26487, -3.87528, -3.18335], [0.54457, -3.20678, -4.63715], [3.66207, -0.32758, -3.38635], [3.13277, -1.12138, -4.85185], [3.75567, -2.08028, -3.53635], [-0.28373, -0.82978, 4.28255], [-2.09703, -2.48638, 4.44855], [-2.91223, -3.56088, 2.32515], [-1.85893, -2.87938, 0.20055], [-2.23603, 1.08562, 2.40425], [-1.56763, 1.50662, 0.84275], [-2.04823, 2.77012, 1.95315], [-0.71713, 1.35182, 5.01395], [-0.55653, 3.05062, 4.64855], [0.86547, 2.12202, 5.05805], [1.52587, 3.17272, 1.08495], [2.01557, 3.43942, 2.75535], [0.54707, 4.17512, 2.15215], [3.30177, -2.39978, 1.81155], [2.04297, -2.97458, 2.87505], [3.64217, -2.65668, 3.51275], [3.65707, 1.46152, 2.38775], [4.73267, 0.30082, 3.14645], [3.75907, 1.36042, 4.13785], [1.52117, -1.66408, 5.35735], [1.47427, 0.07642, 5.58115], [2.99567, -0.77508, 5.64995], [-0.74773, 0.97972, -1.85525], [-0.80443, 2.12552, -2.05755], [-0.77973, 3.41052, -2.21655], [-1.04393, 4.28862, -1.09215], [0.09587, 5.29412, -0.94735], [0.28067, 6.05322, -2.25835], [0.54047, 5.06502, -3.39575], [-0.60503, 4.05882, -3.49785], [-1.14313, 3.67262, -0.19625], [-1.98773, 4.82552, -1.26785], [1.02187, 4.77242, -0.69625], [-0.14173, 5.97572, -0.13145], [1.11527, 6.75032, -2.17505], [-0.61743, 6.63812, -2.47535], [1.47127, 4.52212, -3.21535], [0.63817, 5.59432, -4.34335], [-0.38713, 3.31002, -4.26105], [-1.53313, 4.57532, -3.77625], [-3.27463, 1.08722, -0.62245], [-3.51073, -0.06558, -0.98015], [-2.54273, -0.97268, -1.27995], [-3.09543, -2.15818, -1.66975], [-2.45143, -3.12178, -2.05815], [-4.56913, -2.04348, -1.51975], [-5.57993, -2.97158, -1.66485], [-6.88663, -2.54048, -1.45985], [-7.15943, -1.22058, -1.12705], [-6.13813, -0.29308, -0.95375], [-4.83703, -0.72078, -1.13895], [-5.35493, -3.99538, -1.91975], [-7.70203, -3.24098, -1.56735], [-8.18833, -0.91248, -0.99535], [-6.36033, 0.72992, -0.68655]],
  "forces_ev_per_a": [[1.7, -2.1, -1.6], [-0.3, -0.1, 0.3], [0.7, 0.7, 0.2], [0.0, 0.6, -0.9], [0.5, -0.3, 0.0], [-0.1, -0.1, 0.1], [0.0, -0.1, 0.0], [0.1, 0.0, 0.0], [0.3, -0.3, 0.1], [-0.1, -0.4, -0.1], [0.1, -0.2, -0.2], [0.1, -0.4, 0.5], [0.3, 0.6, 0.1], [-0.6, -0.1, 0.4], [0.4, 0.3, 0.3], [0.1, 0.0, 0.1], [-0.5, -0.5, 0.3], [0.3, 0.2, -0.3], [0.1, 0.0, 0.0], [-0.4, -0.6, 0.2], [-0.1, 0.0, 2.9], [-0.1, 0.7, -0.1], [0.7, -0.1, 0.1], [0.2, -0.4, -0.6], [-0.3, -0.7, 0.0], [0.4, -0.2, 0.3], [-0.1, 0.8, -0.1], [-0.5, -0.5, -0.2], [-0.2, 0.1, -0.6], [-0.2, -0.1, -0.1], [0.1, -0.2, 0.0], [0.0, 0.1, 0.1], [0.0, 0.1, 0.0], [0.0, 0.0, 0.0], [0.0, -0.1, 0.0], [0.0, -0.1, 0.1], [-0.2, 0.1, 0.0], [0.2, -0.2, -0.2], [0.1, 0.2, 0.0], [-0.1, 0.0, 0.1], [0.1, -0.1, 0.1], [0.0, 0.0, -0.3], [0.1, 0.2, 0.1], [-0.1, 0.0, -0.3], [0.2, -0.2, 0.1], [0.1, 0.1, 0.1], [-0.1, 0.0, 0.1], [-0.1, -0.1, -0.1], [-0.2, 0.1, 0.0], [-0.1, -0.1, 0.1], [0.0, 0.0, 0.0], [-0.1, 0.3, 0.1], [-0.1, -0.2, 0.2], [-0.1, 0.3, -0.1], [0.2, 0.0, 0.1], [0.1, 0.1, -0.1], [0.2, 0.0, 0.2], [-0.2, 0.2, 0.1], [0.1, 0.0, -0.2], [-0.2, -0.1, 0.0], [0.2, 0.0, 0.2], [0.0, 0.2, -0.2], [0.3, -0.1, -0.1], [-0.1, 0.1, 0.2], [-0.1, -0.2, 0.0], [-0.1, 0.2, 0.2], [0.3, 0.0, 0.0], [-0.1, 3.7, -1.0], [0.3, -1.3, 0.0], [-0.3, 0.0, -0.1], [0.1, 0.3, 0.7], [-0.2, 0.0, -0.2], [0.2, -0.1, 0.0], [-0.2, 0.1, 0.0], [0.4, 0.2, -0.7], [-0.1, 0.1, -0.1], [0.1, -0.2, 0.0], [0.0, -0.1, 0.1], [0.0, 0.0, 0.1], [0.0, 0.1, 0.0], [0.0, 0.0, 0.0], [0.0, 0.0, 0.0], [0.0, 0.0, -0.1], [-0.1, 0.0, 0.1], [0.0, -0.1, 0.1], [-0.5, -0.7, -0.1], [-0.2, 1.1, 0.2], [-1.2, 0.1, -0.2], [0.6, -1.0, -0.5], [-0.7, 0.3, 0.3], [-0.7, 0.5, 0.2], [0.2, 0.1, 0.0], [0.0, 0.0, 0.0], [-0.1, 0.0, 0.0], [0.3, 0.1, 0.0], [-0.5, -0.8, -0.3], [0.0, -0.1, -0.1], [-0.1, 0.0, 0.0], [0.0, 0.0, 0.0], [0.0, 0.1, 0.1]],
  "mulliken_spin": [0.903, -0.046, -0.122, 0.021, 0.054, -0.002, 0.000, -0.002, 0.002, -0.008, -0.010, 0.002, -0.002, 0.001, -0.061, 0.062, -0.014, 0.028, -0.018, 0.096, -0.047, 0.015, 0.011, -0.001, 0.002, 0.003, 0.000, -0.001, -0.003, 0.001, 0.005, 0.003, -0.003, 0.000, 0.000, 0.000, -0.002, 0.000, 0.001, 0.002, 0.001, 0.000, 0.000, 0.000, -0.001, -0.003, 0.000, -0.001, -0.019, 0.002, -0.015, -0.001, 0.000, 0.000, 0.000, -0.005, 0.001, 0.000, 0.001, -0.001, 0.000, 0.000, 0.000, 0.000, 0.000, 0.000, 0.000, -0.017, 0.078, 0.005, 0.005, 0.001, 0.000, 0.001, 0.000, -0.006, 0.003, -0.001, 0.000, 0.000, 0.000, 0.000, 0.000, -0.001, 0.000, -0.002, 0.036, 0.062, 0.000, 0.011, 0.011, 0.001, 0.000, 0.001, 0.001, -0.016, 0.000, 0.000, 0.000, 0.000],
  "spin_multiplicity": 2,
  "de_lowest_kj_mol": 114.42,
  "gap_ev": [6.58, 5.49],
  "homo_energy_ev": [-6.3766, -5.2957],
  "e_lumo_ev": [0.203, 0.191]
}

2.
{
  "formula": "C2HIS",
  "method": "wB97M-V/def2-TZVPD",
  "elements": ["C", "C", "S", "I", "H"],
  "positions_angstrom": [[-1.45038, 0.80092, 0.80107], [-3.36404, 1.44373, 0.33966], [-1.03867, 0.31020, -0.67558], [-4.44382, -0.17982, -0.06723], [0.33626, -0.09651, -0.37021]],
  "forces_ev_per_a": [[-3.9, 1.3, 0.2], [3.7, -0.1, 1.0], [2.5, -0.9, -0.4], [-0.5, -0.9, -0.1], [-1.7, 0.5, -0.6]],
  "lowdin_charge": [-0.590, -0.684, 0.585, 0.747, -0.058],
  "de_lowest_kj_mol": 575.24,
  "gap_ev": [7.05, 7.05],
  "homo_energy_ev": [-8.3213, -8.3211],
  "e_lumo_ev": [-1.273, -1.270]
}

3.
{
  "formula": "C2H2INO2",
  "method": "wB97M-V/def2-TZVPD",
  "elements": ["C", "C", "N", "O", "O", "H", "I", "H"],
  "positions_angstrom": [[-1.70524, -0.92479, 1.07000], [-1.22300, -0.22905, 0.19116], [-0.77368, 0.34555, -1.00447], [0.10255, -0.14533, -1.63295], [-1.28986, 1.39207, -1.20967], [-2.12889, -1.22600, 1.94744], [3.69777, 0.36444, 1.11931], [3.32035, 0.42311, -0.48082]],
  "forces_ev_per_a": [[1.9, 2.7, -3.1], [-1.0, -2.8, 1.8], [0.0, 0.0, 1.8], [1.4, -1.4, -1.0], [-1.3, 2.5, -1.0], [-0.9, -1.0, 1.7], [-0.2, 0.0, -0.8], [0.2, 0.0, 0.7]],
  "lowdin_charge": [0.206, -0.015, -0.457, 0.118, 0.125, 0.019, 0.326, -0.321],
  "de_lowest_kj_mol": 597.92,
  "smiles": "C#C[N+](=O)[O-].I",
  "gap_ev": 9.27,
  "homo_energy_ev": -10.0787,
  "e_lumo_ev": -0.805
}

4.
{
  "formula": "C8H18O3Si2",
  "method": "wB97M-V/def2-TZVPD",
  "elements": ["C", "C", "C", "C", "C", "C", "C", "C", "O", "O", "O", "Si", "Si", "H", "H", "H", "H", "H", "H", "H", "H", "H", "H", "H", "H", "H", "H", "H", "H", "H", "H"],
  "positions_angstrom": [[1.07071, 3.19353, 1.79706], [-1.03766, -2.70335, -1.92868], [1.59462, 1.97760, 1.48899], [-1.72497, -1.72601, -1.25682], [0.14250, 1.91093, -2.30555], [-2.09487, -3.20542, 1.88570], [1.54453, 1.89925, -1.68775], [-1.05768, -2.04213, 1.96111], [3.54713, 0.77676, 0.09778], [-1.62102, 0.55509, 0.59198], [1.24648, -0.54874, -0.08844], [1.78376, 0.93621, -0.06051], [-1.23007, -0.98129, 0.32803], [1.49907, 3.75089, 2.73258], [0.64333, 3.86700, 1.13343], [-1.44697, -3.13481, -2.77180], [-0.14134, -2.98015, -1.51717], [1.97695, 1.42990, 2.26323], [-2.70902, -1.51653, -1.76474], [-0.33571, 0.88301, -2.17615], [-0.51750, 2.73257, -1.75450], [0.29269, 2.09136, -3.36999], [-1.67505, -4.18205, 1.80957], [-2.54951, -3.26401, 2.89966], [-2.94435, -3.10179, 1.17364], [1.95233, 2.82635, -1.63348], [2.21696, 1.35400, -2.37638], [-0.00564, -2.30669, 2.07185], [-1.21008, -1.20625, 2.64685], [3.99411, 1.50685, -0.25037], [-1.20373, 1.20791, 0.06089]],
  "forces_ev_per_a": [[3.4, -0.7, 2.2], [-1.9, 3.2, 2.7], [-2.9, 2.0, -1.5], [-0.8, -1.6, -2.3], [-0.9, 0.2, 1.5], [-0.9, 1.0, 2.1], [-0.8, -3.5, 0.1], [-0.5, 1.1, -2.7], [-2.9, -1.5, 0.4], [-0.9, -0.9, 0.8], [-3.3, -0.9, 0.5], [2.9, 0.6, -0.4], [3.8, -0.4, 0.7], [-1.4, -1.3, -1.3], [-0.9, 0.9, -1.5], [-0.5, -0.9, -1.7], [2.3, -1.0, 0.4], [1.5, -1.1, 2.2], [0.9, 0.3, 0.9], [0.4, 1.3, -0.3], [1.1, -1.6, -1.5], [-0.8, 0.3, 0.0], [0.7, -0.5, -0.7], [-0.1, 0.1, -0.6], [0.8, 0.1, 0.3], [1.1, 3.1, 0.3], [-0.2, 0.0, 0.2], [-0.1, -0.3, -0.2], [-0.5, -0.5, 0.6], [1.1, 1.7, -0.8], [0.5, 1.1, -0.8]],
  "lowdin_charge": [-0.058, 0.021, -0.193, -0.209, -0.167, -0.157, -0.299, -0.240, -0.172, -0.104, -0.337, 0.235, 0.753, 0.081, 0.001, 0.041, 0.033, 0.017, 0.082, 0.056, 0.106, 0.056, 0.055, 0.075, 0.068, 0.024, 0.083, 0.075, 0.065, -0.013, 0.021],
  "gap_ev": 8.55,
  "homo_energy_ev": -8.8745,
  "e_lumo_ev": -0.328
}